Version one
Below is 2 unconnected molecules or ions with the total composition C5H14, with properties calculated with ωB97M-V/def2-TZVPD.

## Properties
Total charge   +1
Spin multiplicity   2
E_HOMO (alpha / beta)   -0.5994 / -0.5709 hartree
LUMO energy (alpha / beta)   -0.106 / -0.384 Eh

Atoms and positions in Å:
1 C 0.04 -1.72 1.63
2 C -0.18 -2.92 0.82
3 H -0.78 -0.99 1.87
4 H 0.61 -1.99 2.49
5 H 0.73 -0.92 1.19
6 H -0.66 -3.80 1.42
7 H -0.68 -2.81 -0.10
8 H 0.79 -3.20 0.46
9 C 0.25 1.67 -1.37
10 C -0.21 2.80 -0.47
11 C 0.11 0.33 -0.74
12 H -0.52 1.43 -2.11
13 H 1.13 1.91 -1.95
14 H -0.11 2.63 0.60
15 H -0.81 0.40 -0.10
16 H -1.18 3.05 -0.78
17 H 0.48 3.68 -0.64
18 H -0.02 -0.34 -1.57
19 H 0.89 0.04 0.05

Partial atomic charges computed with the natural (NBO) method, in multiples of e: -0.493 -0.639 0.251 0.254 0.259 0.287 0.226 0.248 -0.358 -0.634 -0.528 0.323 0.271 0.240 0.249 0.252 0.246 0.247 0.299

Version two
Below is 2 unconnected molecules or ions with the total composition C5H14, with properties calculated with ωB97M-V/def2-TZVPD.

## Properties
Total charge   +1
Spin multiplicity   2
E_HOMO (alpha / beta)   -0.5602 / -0.5518 hartree
LUMO energy (alpha / beta)   -0.109 / -0.405 Eh

Atoms and positions in Å:
1 C 1.75 -1.42 0.16
2 C 1.44 -1.37 -1.37
3 H 2.25 -2.51 0.34
4 H 2.52 -0.68 0.40
5 H 0.83 -1.30 0.74
6 H 0.40 -1.17 -1.43
7 H 1.51 -2.28 -1.83
8 H 1.99 -0.62 -1.91
9 C -1.34 0.55 0.03
10 C -1.85 0.87 1.45
11 C -0.15 1.42 -0.29
12 H -1.07 -0.47 -0.12
13 H -2.22 0.76 -0.60
14 H -2.19 1.92 1.75
15 H 0.75 1.15 0.40
16 H 0.21 1.36 -1.34
17 H -0.24 2.50 -0.08
18 H -2.74 0.31 1.44
19 H -1.12 0.70 2.28

Partial atomic charges computed with the natural (NBO) method, in multiples of e: -0.621 -0.600 0.254 0.223 0.181 0.176 0.233 0.218 -0.338 -0.508 -0.612 0.286 0.321 0.312 0.290 0.332 0.252 0.296 0.306

Stability check: which of them is most stable? version one.